(1)
228
Properties=species:S:1:pos:R:3 method="wB97M-V/def2-TZVPD" lumo_energy_ev=0.3 multiplicity=1 max_force_ha_per_bohr=0.0698
C 6.9852 -3.0669 -4.9082
O 5.9478 -3.4285 -3.9858
C 4.7096 -2.7756 -4.1259
C 4.6948 -1.4488 -3.2907
N 5.2003 -1.5092 -1.9254
C 4.2496 -2.2127 -1.1195
C 4.7966 -2.4263 0.2942
O 6.0444 -3.1621 0.3987
C 5.9204 -4.5190 -0.0709
H 7.2627 -2.0267 -4.7378
H 6.5824 -3.2692 -5.9006
H 7.9233 -3.6056 -4.7739
H 3.9970 -3.5304 -3.7933
H 4.4045 -2.5107 -5.1383
H 3.7522 -0.9019 -3.3148
H 5.3200 -0.6573 -3.7038
H 6.0306 -2.0840 -1.9453
H 4.0759 -3.2016 -1.5440
H 3.3376 -1.6158 -1.1243
H 3.9958 -2.8837 0.8753
H 5.0814 -1.4443 0.6719
H 5.5454 -4.7960 -1.0562
H 5.2319 -4.9655 0.6465
H 6.8488 -5.0280 0.1880
C -1.0240 -2.0939 3.7917
O -1.0530 -3.5209 3.7902
C -1.8118 -4.0551 2.7598
C -1.5710 -5.5742 2.8191
N -2.1145 -6.2137 3.9996
C -3.5665 -6.3499 4.1002
C -4.1010 -6.3640 5.5726
O -3.8830 -5.0942 6.1096
C -4.1289 -5.0998 7.5126
H -0.2347 -1.7984 4.4828
H -1.9505 -1.6787 4.1884
H -0.7112 -1.6753 2.8351
H -1.4892 -3.7276 1.7714
H -2.8608 -3.7849 2.8805
H -0.5013 -5.7830 2.8296
H -1.9842 -6.0429 1.9259
H -1.8322 -5.5134 4.6704
H -3.8102 -7.3188 3.6643
H -4.0171 -5.5954 3.4555
H -3.5095 -7.0703 6.1551
H -5.1306 -6.7211 5.5489
H -3.7831 -5.9191 8.1429
H -5.1532 -4.8135 7.7513
H -3.5501 -4.2590 7.8948
C -1.5556 4.6456 -5.0336
O -0.3430 4.8298 -4.2992
C -0.3479 6.0003 -3.5420
C 1.1036 6.4187 -3.1300
N 1.6804 5.4036 -2.2259
C 3.1041 5.3552 -2.3379
C 3.6735 4.1968 -1.6135
O 3.4272 2.9954 -2.3613
C 3.7661 1.7516 -1.6779
H -1.8067 5.3106 -5.8599
H -2.4624 4.7334 -4.4352
H -1.5110 3.6406 -5.4533
H -1.1092 5.8711 -2.7727
H -0.6971 6.8060 -4.1878
H 1.0540 7.3866 -2.6312
H 1.6520 6.5511 -4.0627
H 1.2890 4.4989 -2.4463
H 3.5754 6.2948 -2.0493
H 3.3873 5.1234 -3.3646
H 3.3050 4.1237 -0.5903
H 4.7451 4.3592 -1.4978
H 4.8508 1.6846 -1.5944
H 3.4110 0.8680 -2.2083
H 3.2291 1.7528 -0.7294
C -4.9437 -1.7094 1.5655
O -4.3171 -1.5643 0.3414
C -4.0362 -0.2266 0.0554
C -3.4173 -0.1558 -1.3847
N -3.3620 1.1417 -1.9473
C -4.7212 1.6276 -2.3204
C -4.5630 3.0294 -2.9579
O -5.7973 3.5100 -3.3035
C -5.6941 4.8292 -3.8051
H -5.3533 -2.7016 1.7552
H -5.8152 -1.0756 1.7300
H -4.1987 -1.6528 2.3591
H -3.3996 0.2250 0.8162
H -4.9776 0.3204 0.0051
H -3.9057 -0.8430 -2.0755
H -2.4024 -0.5510 -1.3400
H -2.7705 1.1829 -2.7649
H -5.5464 1.6106 -1.6085
H -5.1984 1.0121 -3.0830
H -3.9526 2.8724 -3.8472
H -3.8995 3.7515 -2.4820
H -5.3816 5.5593 -3.0586
H -6.7419 5.0663 -3.9892
H -5.1946 4.9261 -4.7691
C -0.5117 1.1862 -4.6866
O -0.9236 1.7383 -3.4197
C 0.1800 2.0776 -2.6089
C -0.1813 2.8071 -1.3882
N -1.0540 2.0125 -0.4455
C -1.2725 2.7607 0.7868
C -1.7737 4.1973 0.5524
O -2.1142 4.7899 1.8273
C -2.4712 6.1903 1.6229
H -1.3889 1.0012 -5.3067
H 0.1645 0.3334 -4.6265
H 0.0495 1.9715 -5.1929
H 0.8915 2.6672 -3.1869
H 0.7402 1.1889 -2.3182
H -0.6023 3.7440 -1.7531
H 0.7304 3.0845 -0.8591
H -1.8471 1.8221 -1.0412
H -0.3695 2.7533 1.3974
H -2.0000 2.2612 1.4266
H -2.6088 4.1843 -0.1480
H -1.0222 4.7756 0.0149
H -1.7664 6.7756 1.0323
H -2.3562 6.6056 2.6241
H -3.4478 6.3560 1.1679
C 3.9245 10.6287 6.5896
O 4.2159 9.4556 5.8203
C 5.2649 9.5693 4.8150
C 5.4450 8.1857 4.1309
N 4.4055 7.9231 3.1462
C 4.6296 6.5123 2.5986
C 3.6223 6.0928 1.6240
O 2.3455 6.0024 2.1731
C 1.2981 5.6245 1.3109
H 3.5241 11.3695 5.8975
H 4.9146 10.9403 6.9223
H 3.3206 10.4192 7.4725
H 6.1981 9.9317 5.2462
H 4.9491 10.2503 4.0247
H 5.5393 7.3919 4.8719
H 6.4047 8.1505 3.6154
H 3.4921 8.0310 3.5635
H 4.5150 5.7609 3.3798
H 5.6709 6.3293 2.3334
H 4.0432 5.2114 1.1401
H 3.6119 6.8268 0.8182
H 1.2137 6.3461 0.4983
H 0.4455 5.7578 1.9769
H 1.3103 4.6090 0.9149
C 2.9044 -7.5109 3.5200
O 3.5389 -6.2259 3.8316
C 2.6229 -5.1237 3.5409
C 3.3604 -3.7789 3.9102
N 2.5495 -2.6047 3.5824
C 3.2537 -1.3679 3.6851
C 2.4708 -0.1787 3.1424
O 3.1225 0.9951 3.4983
C 2.6028 2.1193 2.7230
H 2.4228 -7.4474 2.5442
H 2.0771 -7.6974 4.2048
H 3.5420 -8.3585 3.7712
H 1.6924 -5.1141 4.1086
H 2.3425 -5.0751 2.4887
H 4.2293 -3.7100 3.2556
H 3.7481 -3.8107 4.9284
H 1.7332 -2.6194 4.1769
H 4.1694 -1.4967 3.1081
H 3.4071 -1.1107 4.7332
H 1.5080 -0.1801 3.6533
H 2.4930 -0.4138 2.0782
H 2.8092 2.1173 1.6528
H 3.1419 2.9931 3.0890
H 1.5301 2.3026 2.7857
C 0.4778 -5.9048 -1.2498
C 0.9347 -6.9935 -2.2036
O 1.2901 -6.5437 -3.5196
O 1.5150 -5.2985 -0.5295
H -0.3016 -6.2353 -0.5632
H -0.0415 -5.1460 -1.8352
H 0.2151 -7.7961 -2.3651
H 1.8469 -7.4358 -1.8030
H 2.0732 -7.0583 -3.7286
H 1.2174 -4.5792 0.0323
C -4.8399 -2.7370 -5.5839
C -4.3574 -1.2470 -5.4268
O -3.5981 -0.8010 -6.5477
O -5.8287 -2.8183 -6.6152
H -5.2181 -3.1850 -4.6650
H -3.9829 -3.3561 -5.8496
H -3.7360 -1.2555 -4.5313
H -5.2130 -0.5957 -5.2480
H -4.1333 -0.8038 -7.3447
H -6.4488 -3.4700 -6.2799
C 0.5618 -1.3855 -0.9799
C -0.3124 -2.2622 -0.0418
O 0.5367 -2.8588 0.8064
O 1.1726 -0.3442 -0.2375
H 0.0016 -0.8966 -1.7770
H 1.3688 -2.0024 -1.3751
H -0.8161 -3.0831 -0.5523
H -1.0343 -1.6262 0.4705
H 1.1968 -2.2341 1.1156
H 0.6096 0.4321 -0.1930
C -5.7188 -4.0592 -1.5261
C -4.2981 -4.3661 -1.9754
O -3.3631 -3.5565 -1.4557
O -6.3178 -2.9045 -2.1328
H -5.7471 -3.8628 -0.4543
H -6.3559 -4.9407 -1.5971
H -4.3365 -4.2125 -3.0539
H -3.9779 -5.3557 -1.6495
H -3.7361 -2.9179 -0.8437
H -7.1533 -2.7728 -1.6787
C -3.2575 0.8851 4.7303
C -3.9078 2.2738 4.6078
O -5.3251 2.2020 4.9680
O -1.9681 0.8766 4.0647
H -3.7449 0.0890 4.1675
H -3.1507 0.5450 5.7604
H -3.8451 2.5619 3.5584
H -3.4272 3.0574 5.1934
H -5.5950 3.1202 5.0440
H -1.5324 1.6419 4.4469
C 0.0526 -3.6922 -4.7429
C -1.5316 -3.5665 -4.5934
O -1.9232 -4.6948 -3.8632
O 0.8251 -3.4012 -3.6082
H 0.3180 -2.9746 -5.5193
H 0.2142 -4.7336 -5.0212
H -1.9595 -3.3864 -5.5795
H -1.7880 -2.6217 -4.1141
H -2.0144 -4.5176 -2.9241
H 0.7909 -4.1504 -3.0089

---

(2)
228
Properties=species:S:1:pos:R:3 method="wB97M-V/def2-TZVPD" lumo_energy_ev=0.5 multiplicity=1 max_force_ha_per_bohr=0.3372
C -0.5967 -6.5507 2.5360
C -0.6096 -6.4948 1.0244
O -0.9262 -5.1818 0.5644
O 0.2797 -5.5858 3.1082
H -0.2554 -7.5406 2.8432
H -1.5554 -6.2981 3.0057
H -1.3196 -7.2300 0.6339
H 0.3924 -6.6908 0.6352
H -1.8902 -5.1539 0.4499
H 0.1125 -4.7343 2.6868
C 0.3366 -2.2007 -4.2122
C 1.6396 -2.4504 -3.4760
O 1.4564 -3.3117 -2.3836
O -0.1570 -3.4118 -4.8190
H 0.4829 -1.5071 -5.0442
H -0.4960 -1.8246 -3.6057
H 2.0912 -1.4823 -3.2198
H 2.3694 -2.8522 -4.1930
H 1.7794 -2.8474 -1.5980
H -0.1358 -4.1048 -4.1200
C 5.0209 3.3541 3.3632
C 6.4267 3.8867 3.3508
O 7.1207 3.6798 4.5868
O 4.9112 2.0333 3.8853
H 4.6048 3.4053 2.3551
H 4.3632 3.9160 4.0376
H 6.5559 4.9157 2.9974
H 7.0535 3.3362 2.6272
H 7.9360 4.1833 4.5614
H 5.7771 1.7648 4.2140
C 2.9444 7.1294 1.7937
C 3.0630 8.4297 1.0508
O 3.6762 9.4832 1.7603
O 4.1634 6.3720 1.8259
H 2.1045 6.5264 1.4539
H 2.6808 7.3560 2.8359
H 2.0188 8.7193 0.8397
H 3.5222 8.2605 0.0691
H 4.0296 10.0940 1.1108
H 4.7824 6.9641 2.2737
C -2.3135 2.2154 2.7816
C -1.9065 0.7746 2.6445
O -0.4728 0.5845 2.7969
O -1.9117 2.9251 1.6015
H -1.8324 2.6707 3.6528
H -3.3895 2.2713 2.9382
H -2.1683 0.4007 1.6526
H -2.2834 0.1529 3.4596
H -0.2980 -0.2912 2.4144
H -0.9419 2.8809 1.5837
C 1.2940 -2.5232 1.8428
C 2.4123 -1.7541 1.0662
O 2.0606 -1.3427 -0.2390
O 0.1993 -1.6992 2.0731
H 1.7951 -2.8616 2.7506
H 1.0549 -3.3975 1.2230
H 3.2489 -2.4532 1.0166
H 2.6346 -0.9004 1.7123
H 1.4227 -0.6043 -0.1878
H -0.2476 -1.4178 1.2581
C 4.9142 12.5160 2.2980
O 5.2565 11.5650 3.2548
C 6.6331 11.3861 3.4829
C 6.9242 10.2031 4.3902
N 6.1117 9.0085 4.1221
C 5.8828 8.2433 5.3207
C 4.9957 7.0336 5.1119
O 3.6434 7.3896 5.2459
C 2.7939 6.3720 5.7119
H 3.8378 12.6721 2.2731
H 5.2049 12.1902 1.2904
H 5.3844 13.4872 2.4873
H 7.0623 12.3553 3.7656
H 7.0393 11.1420 2.4827
H 6.6827 10.5349 5.4143
H 8.0112 10.1135 4.4571
H 5.2773 9.4292 3.7178
H 5.4617 8.8479 6.1383
H 6.8043 7.8545 5.7650
H 5.2471 6.3082 5.8976
H 5.3278 6.5333 4.1954
H 2.7327 5.5821 4.9510
H 1.7667 6.7272 5.8003
H 3.1485 6.0358 6.6911
C -4.9186 -1.3489 2.9741
O -3.6399 -1.6534 2.3955
C -3.4752 -3.0602 2.3302
C -4.4180 -3.6654 1.2453
N -3.9517 -4.9818 0.8587
C -4.7784 -5.6259 -0.1637
C -6.1793 -6.0035 0.3661
O -5.9721 -6.9531 1.3791
C -7.1351 -7.5106 1.9327
H -5.0696 -1.9258 3.8893
H -5.6991 -1.5235 2.2342
H -4.8500 -0.2986 3.2546
H -3.6236 -3.5730 3.2880
H -2.4318 -3.2423 2.0669
H -4.3587 -2.8539 0.5172
H -5.4018 -3.7503 1.7176
H -4.0976 -5.5564 1.6880
H -4.3236 -6.5557 -0.5144
H -4.8271 -5.0298 -1.0760
H -6.7884 -6.4493 -0.4276
H -6.6471 -5.0942 0.7596
H -7.6835 -8.0611 1.1607
H -7.7941 -6.7525 2.3684
H -6.8933 -8.2162 2.7246
C 1.3415 3.5042 2.8858
O 0.9806 3.1016 1.5782
C 1.8431 2.1417 1.0010
C 1.2912 1.8137 -0.3556
N 0.1954 0.8665 -0.1267
C -0.6066 0.5096 -1.3007
C -1.7258 -0.4578 -0.9948
O -1.1845 -1.6288 -0.4490
C -2.1257 -2.6669 -0.2428
H 1.5444 2.6946 3.5888
H 0.5685 4.2041 3.1949
H 2.2857 4.0588 2.7979
H 1.9734 1.2961 1.6826
H 2.8599 2.5537 0.9342
H 2.0130 1.4455 -1.0890
H 0.9468 2.7479 -0.8271
H -0.4042 1.3239 0.5561
H 0.0761 0.1466 -2.0756
H -0.9938 1.4673 -1.6813
H -2.2384 -0.6672 -1.9420
H -2.4423 0.0798 -0.3582
H -1.6102 -3.3812 0.4014
H -2.4973 -3.1070 -1.1700
H -2.9994 -2.3637 0.3462
C -11.5092 2.4487 -0.7810
O -11.0814 1.1806 -1.1944
C -9.7150 1.1210 -1.5927
C -8.8525 0.7207 -0.4002
N -9.4904 -0.3225 0.4047
C -8.7500 -0.7253 1.5753
C -7.3292 -1.2084 1.2532
O -6.4913 -0.0635 1.2668
C -5.2503 -0.2583 0.6520
H -12.5733 2.4682 -0.5466
H -11.3718 3.2147 -1.5519
H -10.9994 2.7865 0.1288
H -9.4082 2.1148 -1.9331
H -9.6181 0.4396 -2.4366
H -8.7413 1.6032 0.2453
H -7.8659 0.4344 -0.7592
H -10.4322 -0.0410 0.6305
H -9.3145 -1.5157 2.0741
H -8.6419 0.1082 2.2869
H -7.3166 -1.6603 0.2532
H -6.9358 -1.9508 1.9552
H -4.6540 -1.1051 1.0137
H -4.6674 0.6589 0.6543
H -5.3922 -0.5569 -0.3999
C -1.1383 -8.9565 -0.1296
O -1.1600 -8.0618 -1.2114
C -0.7365 -6.7432 -0.8544
C -1.0673 -5.8327 -2.0323
N -0.1436 -5.8416 -3.1599
C 0.1215 -7.0138 -3.9751
C 1.1275 -6.6961 -5.0666
O 2.4425 -6.6963 -4.5396
C 3.3394 -6.1281 -5.4538
H -1.6447 -9.8537 -0.4843
H -1.6954 -8.6337 0.7612
H -0.1042 -9.1137 0.2008
H 0.3285 -6.8107 -0.6212
H -1.3077 -6.3223 -0.0203
H -1.1844 -4.7909 -1.7314
H -2.0296 -6.1212 -2.4675
H 0.7144 -5.3619 -2.9094
H -0.8019 -7.3252 -4.4676
H 0.5295 -7.8185 -3.3532
H 0.8804 -5.6879 -5.4247
H 1.0944 -7.3796 -5.9235
H 3.4623 -6.7969 -6.3121
H 4.3167 -5.8946 -5.0266
H 3.0403 -5.1303 -5.8027
C 11.9439 3.0698 -0.4940
O 10.6848 2.4577 -0.5404
C 10.4129 1.7984 -1.7895
C 8.9480 1.3849 -1.8086
N 8.1227 2.5681 -1.6027
C 6.7049 2.3174 -1.4619
C 5.9570 3.6433 -1.3748
O 4.5810 3.4315 -1.5026
C 3.7772 4.5828 -1.2232
H 12.1410 3.6587 -1.3982
H 12.7147 2.3344 -0.2411
H 11.8842 3.8233 0.2976
H 11.0257 0.8949 -1.7680
H 10.5591 2.5590 -2.5584
H 8.8151 0.5541 -1.1043
H 8.7283 0.9643 -2.7926
H 8.5002 3.0810 -0.8149
H 6.4778 1.7140 -0.5725
H 6.3547 1.7725 -2.3413
H 6.3654 4.2970 -2.1590
H 6.2569 4.1663 -0.4547
H 3.3426 4.8691 -2.1858
H 4.3005 5.3394 -0.6446
H 2.9174 4.1514 -0.7038
C -7.1883 -4.1109 -2.8430
O -6.1878 -4.9209 -3.4028
C -5.0198 -4.1731 -3.7471
C -5.0410 -3.5067 -5.1019
N -3.9031 -2.5689 -5.1810
C -2.5900 -3.2330 -5.2657
C -1.5180 -2.1469 -5.4434
O -1.5575 -1.7151 -6.7837
C -0.4890 -0.8695 -7.1278
H -8.1263 -4.6634 -2.8295
H -7.4867 -3.2309 -3.4333
H -6.8029 -3.6958 -1.9044
H -4.1772 -4.8668 -3.7172
H -4.8748 -3.4638 -2.9224
H -5.9497 -2.9152 -5.2386
H -5.0617 -4.2597 -5.8984
H -4.0578 -2.0438 -6.0369
H -2.4277 -3.9663 -6.0635
H -2.4878 -3.7167 -4.2934
H -0.5561 -2.6163 -5.2145
H -1.7758 -1.3243 -4.7706
H 0.4737 -1.2501 -6.7800
H -0.6831 0.1552 -6.7869
H -0.3983 -0.7261 -8.2069